The following is a quantum chemistry calculation of 5 unconnected molecules or ions with the total composition C27H65N5O6, from the OMol25 dataset.

Last column: Löwdin charge in e.
Positions of all 103 atoms, in Å:
H  1.57438  -0.03474  0.21496  0.1243
C  -3.58473  -4.16154  -2.77628  -0.1916
H  -5.50126  3.67322  4.40854  0.0765
H  -1.48334  -6.10951  -2.35638  0.0753
O  -0.57247  0.49875  0.53135  -0.0970
H  -7.41817  3.11599  3.12859  0.1337
H  8.16805  -0.47330  -1.01200  0.0863
H  -3.30314  2.89592  -2.94600  0.1175
H  8.22304  1.48752  3.77285  0.0773
H  3.80809  3.98764  -1.84192  0.0791
H  7.99064  -2.47052  5.08802  0.0778
H  -4.96008  3.07304  -1.45363  0.0831
C  5.54192  0.31908  -2.15280  -0.1012
H  6.98269  0.56473  3.33428  0.0589
C  -4.49364  0.56559  1.61178  -0.0979
H  0.78165  3.16285  -0.02791  0.1289
H  2.94394  3.23535  1.13035  0.1256
H  -5.44950  0.39275  -2.68053  0.0668
H  5.21482  1.93652  1.94306  0.1074
C  6.02230  0.26265  -0.55184  -0.2377
H  1.21232  1.19664  1.61554  0.1352
H  -6.02944  1.54763  -4.85926  0.0701
H  8.13392  1.32769  -0.24805  0.0737
C  -4.13380  1.28578  -4.19432  -0.4227
H  -0.82012  -2.63753  -0.74769  0.0711
C  -5.41630  2.78901  3.76637  -0.0756
N  -0.17161  -1.97338  -0.24139  0.0894
H  1.99822  3.62832  -2.50919  0.0865
C  -5.75645  3.16728  -2.19841  -0.1106
H  -3.18089  -7.09292  -3.23412  0.0631
N  7.99245  0.53090  3.50239  0.0411
C  0.85647  0.85090  0.53659  -0.1822
H  3.56118  1.01120  2.13908  0.1010
C  5.16640  -0.86480  5.44031  -0.1073
C  8.00873  -1.80080  4.22286  -0.0737
C  3.01311  3.14550  -2.11489  -0.1049
O  -2.44963  -4.33667  -1.92253  -0.2089
H  -1.27466  -4.81928  -3.58855  0.0944
H  4.62605  -0.91613  0.81329  0.1093
H  -5.31525  3.54690  1.14846  0.0632
H  -5.26915  -5.19781  -0.96622  0.0728
C  -4.00111  2.77102  -3.78129  -0.1934
C  -3.97097  -6.52142  -3.72742  -0.0755
O  5.96337  0.30643  5.53487  -0.1959
H  -3.76191  0.57886  -2.17147  0.0530
H  7.41483  -0.65570  6.68614  0.1164
C  -1.36829  -5.03642  -2.51997  -0.1071
H  -4.22016  -0.69171  -3.31311  0.0681
C  7.33487  0.06376  5.86367  -0.1961
H  4.46684  -0.17835  -2.28663  0.0811
H  -3.57088  3.31846  -4.62827  0.1182
H  5.19788  -1.25543  4.42152  0.0698
H  7.79448  -0.29248  0.82766  0.0669
H  9.26044  -0.25244  4.96920  0.1344
H  0.50688  1.87667  -1.49061  0.1277
C  2.74405  2.10236  -0.83760  -0.3330
H  -4.76939  -7.23133  -3.97235  0.0775
H  8.83096  -2.11968  3.57196  0.0768
H  -4.93688  1.65609  -6.03267  0.0693
O  -5.65097  1.13472  1.01801  -0.2036
H  -5.55474  1.90554  4.39700  0.0771
H  -3.27265  -3.83033  -3.77296  0.1196
H  -4.00328  -0.06528  0.86543  0.0817
H  -4.73615  -0.05247  2.48183  0.0912
H  -6.39568  4.00835  -1.91649  0.0851
C  1.10760  2.13330  -0.49964  -0.1306
N  -4.81595  -5.92845  -1.51597  0.0335
H  -6.84454  0.67170  2.66691  0.1160
C  4.98440  0.17929  0.51045  -0.1313
C  7.65959  0.25638  -0.22332  -0.0905
N  -5.17853  1.09977  -5.21196  0.0312
H  -5.45946  -5.06229  -3.30723  0.1364
C  -4.51764  -5.39361  -2.85262  -0.4269
C  4.32080  1.42885  1.33726  -0.2117
N  -6.10260  3.89622  1.70260  0.0379
H  6.27820  -0.38968  -2.76910  0.0723
H  -3.57432  -6.12935  -4.66886  0.0778
C  8.21283  -0.35010  4.65866  -0.4247
O  -1.68315  -0.35471  -1.45027  -0.0287
H  7.71843  1.01639  6.24776  0.1202
H  -3.17383  0.98077  -4.62892  0.1346
H  -3.92092  -6.06926  -1.03835  0.0706
H  -7.60122  1.55536  1.35282  0.1195
H  -6.85419  3.99095  1.01878  0.0679
H  5.47428  -1.63383  6.15557  0.0903
C  -6.46693  2.83923  2.65744  -0.4280
C  -0.82778  -0.59129  -0.43213  -0.2978
H  5.60025  1.40938  -2.58668  0.0855
H  -3.79020  1.35373  1.88661  0.0751
H  -0.44554  -4.72641  -2.02205  0.0773
H  3.52834  2.50275  -2.96881  0.0656
H  -4.39444  2.77712  3.37927  0.0641
H  0.72644  -1.95237  -0.81122  0.0965
O  -5.24743  3.41582  -3.50034  -0.1950
H  -4.15609  -3.33360  -2.34012  0.1185
H  -6.37998  2.27137  -2.20710  0.0761
C  3.66804  2.61335  0.41349  -0.1785
H  2.96435  1.01865  -1.21811  0.0977
H  4.12994  -0.58947  5.65350  0.0878
H  7.08460  -1.94561  3.65789  0.0618
C  -6.68273  1.48169  1.94704  -0.1959
H  4.53304  3.36120  0.11608  0.1129
C  -4.41198  0.34709  -3.02062  -0.0750

Results
**HOMO**: -6.842 eV
**LUMO level**: -0.66 eV
**HOMO-LUMO gap**: 0.2274 Ha